Density functional theory data (ωB97M-V/def2-TZVPD) for a structure of composition C8H16CuN2O4.

Results
**Strongest force on any atom**: 2.3 eV Å⁻¹
**Spin multiplicity**: 2
**HOMO-LUMO gap (alpha / beta)**: 8.049 / 3.468 eV
**Calculated total energy**: -2364.61059 Ha
**Charge**: +2

XYZ file:
```
31
Properties=species:S:1:pos:R:3:lowdin_spin:R:1
C 0.927 1.594 -0.882 0.002
N 0.516 0.260 -0.399 0.025
C 0.584 -0.785 -1.452 0.000
C 1.845 -1.678 -1.377 0.001
C 2.526 -1.714 0.030 0.100
C 3.174 -3.112 0.218 0.092
O 3.790 -3.513 -0.729 0.716
O 3.018 -3.808 1.276 0.041
C -0.769 0.307 0.200 0.001
O -0.871 0.345 1.409 0.000
O -1.817 0.251 -0.538 0.002
C -2.723 1.385 -0.334 0.000
C -3.539 1.322 0.954 0.000
N -2.942 2.164 2.033 0.000
H 0.520 2.377 -0.234 0.000
H 0.633 1.804 -1.915 0.001
H 2.014 1.682 -0.841 0.001
H -0.305 -1.414 -1.398 0.000
H 0.601 -0.288 -2.424 0.000
H 2.593 -1.318 -2.085 0.002
H 1.588 -2.691 -1.681 0.000
H 1.845 -1.570 0.869 0.017
H 3.347 -0.995 0.023 0.000
H 3.409 -3.375 2.062 0.001
H -2.226 2.357 -0.413 0.000
H -3.418 1.341 -1.167 0.000
H -3.680 0.304 1.316 0.000
H -4.519 1.749 0.728 0.000
H -2.342 2.878 1.636 0.000
H -3.710 2.617 2.513 0.000
Cu -0.070 1.525 2.600 0.000
```